ORCA calculation (the ωB97M-V functional and the def2-TZVPD basis) on a structure of composition C35H29F6IN3O2PRhSb.

Computed properties:
lowest unoccupied orbital energy (spin up / spin down): -2.72 / -5.60 eV
multiplicity: 6
energy above the lowest of the compared OMol25 structures with the same formula, charge and spin: 0.0 kcal per mole
net charge: +1

Atoms and positions in Å:
Rh (-0.2290, -1.4074, 0.2956)
I (-2.0918, -2.1216, 2.2912)
C (-1.1528, -0.7249, 3.5235)
C (-1.7535, -0.4964, 4.7136)
C (-1.1737, 0.4023, 5.6189)
C (-0.0233, 1.0457, 5.2982)
C (0.5968, 0.8322, 4.0439)
C (1.8137, 1.4992, 3.7040)
C (2.4327, 1.2571, 2.5327)
C (1.8239, 0.3980, 1.5744)
C (0.6687, -0.2451, 1.8738)
C (0.0263, -0.0574, 3.1202)
H (-2.6406, -1.0330, 5.0183)
H (-1.6450, 0.5584, 6.5818)
H (0.4391, 1.7327, 6.0097)
H (2.2610, 2.1775, 4.4303)
H (3.3689, 1.7522, 2.2921)
H (2.3224, 0.2640, 0.6158)
F (0.4877, -3.5888, 0.7506)
Sb (1.4655, -4.8271, 1.9177)
F (2.9226, -3.6384, 1.6811)
F (0.8635, -3.7352, 3.3202)
F (2.4346, -5.9864, 3.0362)
F (-0.1020, -5.8439, 2.0056)
F (1.9696, -5.6982, 0.3324)
N (-1.3868, -0.0416, -0.5915)
P (-2.1932, 1.2100, -1.1855)
C (-2.0721, 2.5965, -0.0800)
C (-2.1774, 3.8969, -0.5759)
C (-2.0937, 4.9604, 0.3035)
C (-1.8556, 4.7047, 1.6454)
C (-1.7359, 3.4164, 2.1376)
C (-1.8456, 2.3375, 1.2734)
C (-1.4230, 1.6366, -2.7367)
C (-2.1408, 1.7104, -3.9251)
C (-1.4830, 2.0600, -5.0987)
C (-0.1092, 2.3059, -5.0796)
C (0.6024, 2.2092, -3.9046)
C (-0.0496, 1.8855, -2.7195)
C (-3.8871, 0.6656, -1.4033)
C (-4.9311, 1.3959, -0.8541)
C (-6.2328, 0.9467, -1.0168)
C (-6.4731, -0.2144, -1.7306)
C (-5.4284, -0.9592, -2.2660)
C (-4.1196, -0.5208, -2.0994)
H (-2.3115, 4.0678, -1.6466)
H (-2.1954, 5.9779, -0.0721)
H (-1.7827, 5.5199, 2.3490)
H (-1.5560, 3.2687, 3.1957)
H (-1.7485, 1.3182, 1.6455)
H (-3.2186, 1.5425, -3.9489)
H (-2.0305, 2.1595, -6.0308)
H (0.3994, 2.5690, -5.9966)
H (1.6631, 2.4326, -3.8852)
H (0.5260, 1.8363, -1.8033)
H (-4.7383, 2.3235, -0.3361)
H (-7.0522, 1.5206, -0.5955)
H (-7.4906, -0.5451, -1.8566)
H (-5.6356, -1.8734, -2.8054)
H (-3.3039, -1.0945, -2.5223)
O (6.3493, -3.8037, 1.4685)
C (6.5049, -2.9271, 0.3776)
N (5.1679, -2.7384, -0.1655)
C (4.9252, -1.7943, -1.0740)
O (5.7693, -1.0523, -1.5345)
C (3.5080, -1.6936, -1.6183)
C (3.3542, -1.2402, -2.9202)
C (2.0812, -1.1157, -3.4376)
C (1.0011, -1.3147, -2.5968)
N (1.1526, -1.7299, -1.3343)
C (2.3853, -1.9748, -0.8608)
H (7.1128, -4.3831, 1.4717)
H (7.1707, -3.3413, -0.3739)
H (6.8913, -1.9720, 0.7162)
H (4.4467, -3.3375, 0.2125)
H (4.2570, -1.0276, -3.4732)
H (1.8881, -0.8020, -4.4609)
H (-0.0175, -1.1307, -2.9108)
H (2.4774, -2.3624, 0.1493)